Record 1
ORCA calculation (the ωB97M-V functional and the def2-TZVPD basis) on a single C9H10N2O3S molecule in a non-equilibrium geometry.

Positions of all 25 atoms, in Å:
S1 -2.05 -0.86 -0.09
O1 -2.42 -1.64 1.06
O2 -2.86 -1.01 -1.28
O3 -3.21 1.82 0.41
N1 -0.47 -1.74 -0.48
N2 -0.88 1.46 0.14
C1 1.77 -1.49 0.13
C2 0.20 0.51 0.38
C3 2.78 -0.65 0.58
C4 0.50 -0.83 -0.08
C5 -0.57 2.92 0.14
C6 2.41 0.50 1.34
C7 -0.52 -2.40 -1.77
C8 1.11 0.95 1.34
C9 -2.18 1.25 0.27
H1 1.96 -2.46 -0.16
H2 -1.53 -2.60 -2.06
H3 3.75 -1.08 0.57
H4 -0.12 -3.43 -1.90
H5 0.23 3.29 0.76
H6 3.18 1.06 2.01
H7 0.89 1.70 2.00
H8 -0.32 3.12 -0.95
H9 -1.49 3.45 0.39
H10 -0.16 -1.84 -2.75

## Properties
Electronic energy, eV: -29445.69331
Largest force on an atom, hartree/bohr: 0.1035
E_HOMO (spin up / spin down), eV: -5.768 / -8.814
Frontier orbital gap (spin up / spin down), eV: 5.8 / 5.6
Net charge: 0
Multiplicity: 3
Energy above the lowest of the compared OMol25 structures with the same formula, charge and spin, eV: 4.9288

---

Record 2
ORCA calculation (the ωB97M-V functional and the def2-TZVPD basis) on a molecular structure, C10H12N2O5SZn in a non-equilibrium geometry.

Positions of all 31 atoms, in Å:
Zn1 -0.02 -1.45 -1.83
S1 1.58 -0.33 -0.67
O1 -2.98 -1.08 -3.47
O2 2.78 -3.50 -2.46
O3 1.20 -0.30 -4.98
O4 -1.24 -4.52 -0.82
O5 -0.18 -4.63 -5.70
N1 0.05 -0.07 1.57
N2 -0.20 1.57 -0.04
C1 0.11 0.12 4.03
C2 0.82 0.47 2.74
C3 -0.23 3.76 1.08
C4 0.73 -0.71 -4.02
C5 -0.88 -3.49 -1.15
C6 -2.00 -1.21 -2.89
C7 -0.98 2.46 0.86
C8 0.39 0.45 0.34
C9 1.76 -2.98 -2.37
C10 -0.27 -3.94 -4.80
H1 0.91 1.56 2.61
H2 0.80 3.58 1.41
H3 -0.19 4.35 0.16
H4 -1.95 2.63 0.37
H5 0.15 -1.09 1.56
H6 0.08 1.92 -0.96
H7 -0.94 0.44 4.03
H8 1.83 0.03 2.70
H9 0.16 -0.95 4.26
H10 0.62 0.66 4.83
H11 -1.17 1.90 1.78
H12 -0.75 4.34 1.84

## Properties
Electronic energy, eV: -83018.21704
Largest force on an atom, hartree/bohr: 0.0783
E_HOMO, eV: -16.451
Frontier orbital gap, eV: 8.4
Net charge: +2
Multiplicity: 1
Energy above the lowest of the compared OMol25 structures with the same formula, charge and spin, eV: 0.3678

---

Record 3
ORCA calculation (the ωB97M-V functional and the def2-TZVPD basis) on a single C4H7NO molecule in a non-equilibrium geometry.

Positions of all 13 atoms, in Å:
O1 0.10 -0.84 0.30
N1 -1.21 0.21 -2.53
C1 -0.60 0.43 -1.55
C2 0.01 0.64 -0.30
C3 -1.06 -1.07 1.14
C4 1.39 1.22 -0.19
H1 -0.94 -0.38 1.98
H2 0.13 -1.50 -0.42
H3 1.32 2.24 -0.57
H4 -1.05 -2.11 1.47
H5 -1.96 -0.82 0.58
H6 2.18 0.70 -0.76
H7 1.69 1.29 0.86

## Properties
Electronic energy, eV: -7795.12078
Largest force on an atom, hartree/bohr: 0.0195
E_HOMO, eV: -7.655
Frontier orbital gap, eV: 8.0
Net charge: 0
Multiplicity: 1
Energy above the lowest of the compared OMol25 structures with the same formula, charge and spin, eV: 4.5236

---

Record 4
ORCA calculation (the ωB97M-V functional and the def2-TZVPD basis) on a single C2H4N4O molecule.

Positions of all 11 atoms, in Å:
O1 -2.37 0.07 -0.64
N1 -0.13 0.50 -0.82
N2 0.82 -0.69 -1.39
N3 -0.98 -0.53 1.12
N4 2.09 0.43 0.41
C1 -1.18 -0.05 -0.03
C2 1.13 0.05 -0.44
H1 1.80 0.96 1.22
H2 2.85 -0.22 0.56
H3 -1.86 -0.87 1.51
H4 -2.21 0.45 -1.51

## Properties
Electronic energy, eV: -10144.32632
Largest force on an atom, hartree/bohr: 0.0086
E_HOMO, eV: -9.501
Frontier orbital gap, eV: 10.3
Net charge: 0
Multiplicity: 1
Energy above the lowest of the compared OMol25 structures with the same formula, charge and spin, eV: 2.8085
SMILES: [H]/N=C(\O)N1N=C1N